# 1
Entry from the Open Molecules 2025 dataset: a 2-piece molecular cluster, C4H6N2O overall (ωB97M-V/def2-TZVPD).

Computed properties:
Electronic energy = -9268.3594 eV
E_HOMO = -9.175 eV
Net charge = 0
Relative energy (zero: lowest compared OMol25 entry of this formula, charge and spin) = 118.6 kcal per mole
F_max = 0.5 eV/A

```
13
Properties=species:S:1:pos:R:3:forces:R:3:mulliken_charge:R:1
C -1.32206 0.40664 -0.28455 -0.423 0.201 0.172 -0.699
O -0.89381 -0.17555 -1.58672 0.139 -0.006 -0.012 -0.422
C 0.23696 -0.21095 -0.85459 0.316 -0.032 -0.035 0.679
C 1.17865 0.83089 -0.58577 -0.067 0.099 -0.056 -0.304
N 1.55860 0.71234 0.66325 -0.273 -0.114 -0.098 -0.446
C 0.87303 -0.38413 1.15230 0.317 -0.135 0.221 -0.417
N 0.53791 -1.22050 0.04390 -0.200 0.034 -0.018 -0.332
H -1.54420 1.46278 -0.42388 0.053 -0.169 0.010 0.313
H -0.47233 0.24321 0.96313 0.008 0.040 -0.100 0.271
H -2.16196 -0.19149 0.07488 0.162 0.076 -0.018 0.336
H 1.40017 1.69124 -1.20595 -0.031 -0.134 0.073 0.415
H 1.21389 -0.84161 2.07659 -0.064 0.075 -0.131 0.330
H -0.19167 -1.90923 0.18500 0.062 0.066 -0.005 0.278
```
Positions in Å, forces in eV/Å.

# 2
Entry from the Open Molecules 2025 dataset: a 12-piece molecular cluster, H24O12 overall (ωB97M-V/def2-TZVPD).

Computed properties:
Electronic energy = -24957.7251 eV
E_HOMO = -10.337 eV
SMILES = O.O.O.O.O.O.O.O.O.O.O.O
Net charge = 0
Relative energy (zero: lowest compared OMol25 entry of this formula, charge and spin) = 91.5 kcal per mole
F_max = 2.8 eV/A

```
36
Properties=species:S:1:pos:R:3:forces:R:3:mulliken_charge:R:1
O 3.68533 1.95392 0.66871 1.496 -0.342 -0.692 -0.637
H 4.14310 2.78871 0.56496 -0.521 1.089 0.451 0.293
H 4.42931 1.44940 0.28354 -0.666 -0.685 0.456 0.324
O -1.93594 -3.53773 -0.49663 -0.668 1.010 0.006 -0.633
H -1.41771 -2.72046 -0.60977 0.292 -0.543 0.093 0.341
H -2.83006 -3.14219 -0.50348 0.404 -0.689 -0.092 0.298
O 2.30723 0.67972 -1.35846 -1.403 0.265 -2.245 -0.503
H 1.98544 0.91096 -2.28879 0.612 -0.639 1.967 0.286
H 3.06653 1.24128 -1.24849 0.252 0.481 0.326 0.267
O -0.65440 -1.03829 0.04861 -0.072 0.837 0.024 -0.530
H 0.06583 -0.38933 0.03230 0.145 -0.427 -0.084 0.227
H -1.39110 -0.56290 0.45924 0.046 -0.310 -0.024 0.268
O -3.41711 -1.17999 -2.45285 1.592 -0.474 -1.351 -0.601
H -3.73216 -0.98851 -1.58858 -0.465 0.578 1.086 0.287
H -2.49972 -0.81880 -2.44966 -1.134 -0.533 0.025 0.300
O -0.61416 2.01051 -1.45116 0.387 1.524 1.623 -0.579
H -0.42055 1.92203 -0.49332 0.044 0.701 -0.741 0.284
H -0.70831 1.10666 -1.63519 -0.324 -2.150 -1.005 0.277
O -3.94776 0.40220 1.10049 1.024 -0.870 -0.711 -0.592
H -3.13785 0.93147 1.12904 -0.704 0.132 0.087 0.300
H -4.60916 0.77657 1.65224 -0.522 0.663 0.911 0.273
O 2.49941 -1.13789 2.86967 -0.543 -0.161 0.276 -0.581
H 2.35064 -0.56502 2.11968 0.164 0.246 -0.220 0.284
H 3.34566 -0.92104 3.23640 0.638 0.424 0.141 0.287
O -3.53221 1.22732 -1.35646 1.109 0.612 -0.791 -0.476
H -3.19715 1.64675 -2.18205 -0.626 -0.295 0.943 0.267
H -4.38222 1.60245 -1.14737 -0.378 0.231 -0.067 0.257
O 0.33612 4.76677 1.93054 -2.412 -0.965 -0.976 -0.615
H -0.38593 4.33915 2.42749 0.906 0.178 1.358 0.307
H -0.24417 4.65367 1.13757 1.505 0.802 -0.404 0.309
O 3.28716 -1.96563 -1.69728 -0.901 0.334 -0.111 -0.566
H 3.61703 -1.90148 -0.80646 0.145 -0.067 0.429 0.295
H 3.96244 -2.36183 -2.22125 0.810 -0.536 -0.412 0.277
O 1.54179 -3.41280 1.97103 -0.720 0.391 -0.546 -0.545
H 0.59239 -3.55567 1.99140 -0.322 0.296 -0.282 0.288
H 1.84227 -4.20998 2.36437 0.810 -1.106 0.553 0.260
```
Positions in Å, forces in eV/Å.

# 3
Entry from the Open Molecules 2025 dataset: a 4-piece molecular cluster, C22H42Br2F3NO13S overall (ωB97M-V/def2-TZVPD).

Computed properties:
Electronic energy = -210675.2587 eV
E_HOMO = -9.909 eV
SMILES = CO[C@@H](C)[C@@H](O[C@H](N)CC[C@@](F)(Br)C(F)(F)Br)S(C)(=O)=O.CCOC(=O)OC.CCOC(=O)OC.CCOC(=O)OC
Net charge = 0
F_max = 0.8 eV/A

```
84
Properties=species:S:1:pos:R:3:forces:R:3:mulliken_charge:R:1
C -0.31054 0.69630 -0.45750 -0.432 -0.017 -0.360 -0.812
O -0.71661 -0.65198 -0.65759 0.099 0.266 0.204 -0.095
C -0.47558 -1.54469 0.41001 -0.220 -0.626 0.056 0.017
C -1.68475 -2.46635 0.52756 -0.241 0.684 -0.114 -1.577
C 0.80362 -2.30110 0.06256 0.109 0.245 0.290 -0.551
O 1.88266 -1.42292 -0.08721 -0.169 0.072 -0.186 0.110
C 2.59269 -1.56506 -1.33180 0.511 -0.008 -0.439 -0.104
N 3.46114 -2.70244 -1.40654 -0.157 0.146 -0.064 -0.524
C 3.35244 -0.26471 -1.55144 -0.342 -0.061 0.415 -0.732
C 4.57310 -0.12637 -0.64029 0.058 0.068 -0.395 -0.255
C 4.80920 1.28553 -0.13941 0.058 -0.118 0.166 0.264
F 4.92725 2.17177 -1.18530 0.020 -0.467 0.359 -0.348
Br 3.29544 1.86082 0.96060 0.352 0.191 -0.150 -0.028
C 6.15573 1.37333 0.66395 0.190 0.424 0.161 0.422
F 7.10811 0.66502 0.00959 -0.299 0.477 0.048 -0.226
F 6.55790 2.66465 0.71208 -0.181 -0.798 0.052 -0.163
Br 6.10570 0.65486 2.48781 -0.091 0.172 -0.527 -0.108
S 1.29134 -3.55200 1.31686 0.198 -0.686 0.217 1.450
C 2.72349 -2.86700 2.10963 -0.351 0.302 0.165 -0.980
O 0.29399 -3.69824 2.34551 -0.128 0.247 0.016 -0.662
O 1.69674 -4.74088 0.60203 0.119 0.205 -0.207 -0.731
H -1.16572 1.33946 -0.66793 -0.088 0.037 -0.003 0.307
H 0.00391 0.88544 0.56379 0.230 -0.043 0.099 0.320
H 0.47163 0.95573 -1.16600 0.258 0.037 0.097 0.253
H -0.35180 -1.02873 1.36394 0.118 0.275 -0.016 0.297
H -2.55588 -1.82091 0.42580 -0.121 -0.024 -0.034 0.391
H -1.72886 -3.19147 -0.28110 0.074 -0.213 0.014 0.332
H -1.74824 -2.93254 1.49982 0.132 -0.327 0.002 0.457
H 0.62165 -2.86041 -0.85607 -0.010 -0.231 -0.017 0.460
H 1.87825 -1.67206 -2.14950 -0.347 0.024 0.148 0.350
H 4.23979 -2.64011 -0.76887 0.076 -0.109 0.085 0.282
H 2.96837 -3.57359 -1.25761 0.059 -0.119 0.023 0.356
H 2.65359 0.53934 -1.33708 -0.072 0.088 -0.098 0.061
H 3.61182 -0.20880 -2.60290 0.236 0.058 -0.066 0.477
H 4.49341 -0.76634 0.23610 -0.082 0.020 0.172 0.063
H 5.46148 -0.44008 -1.18433 0.138 0.026 0.024 0.250
H 3.52403 -2.68763 1.40896 0.140 -0.134 -0.056 0.188
H 2.97081 -3.59950 2.87082 0.131 -0.190 -0.025 0.505
H 2.43710 -1.94262 2.60474 -0.013 0.113 -0.062 0.305
C 6.47227 5.80157 1.65993 -0.116 -0.052 -0.169 -0.882
C 5.81750 7.04261 2.22500 0.280 -0.144 0.238 -0.300
O 5.03212 7.71942 1.23229 -0.008 0.059 -0.012 -0.359
C 3.82659 7.20065 1.01397 0.041 0.138 0.027 0.815
O 3.34154 6.26079 1.58651 -0.060 -0.137 0.026 -0.557
O 3.23547 7.91835 0.05961 -0.033 0.025 -0.058 -0.346
C 1.93355 7.45499 -0.30357 -0.133 0.029 -0.097 -0.619
H 7.05096 6.04693 0.76853 0.061 0.033 0.052 0.303
H 7.13792 5.35341 2.39767 0.006 0.018 0.020 0.389
H 5.72363 5.06212 1.37942 -0.024 -0.001 0.065 0.161
H 6.56846 7.76592 2.53691 -0.046 0.097 -0.106 0.295
H 5.19733 6.80830 3.08935 -0.096 -0.025 -0.069 0.319
H 1.29632 7.35897 0.57241 0.032 -0.054 0.032 0.291
H 2.00353 6.49794 -0.81827 -0.010 -0.042 0.065 0.279
H 1.52200 8.20162 -0.97599 0.084 0.040 -0.008 0.220
C -8.45020 -2.20927 2.48071 0.138 0.117 0.082 -1.099
C -7.74745 -3.53906 2.31375 -0.353 -0.028 -0.079 -0.197
O -6.32066 -3.38938 2.34948 0.037 -0.024 -0.053 -0.343
C -5.78957 -3.28664 3.56529 0.044 -0.054 -0.100 0.708
O -6.38545 -3.33384 4.60866 -0.056 0.032 0.121 -0.564
O -4.47351 -3.13479 3.42671 0.084 0.031 -0.018 -0.212
C -3.76252 -2.97051 4.65603 0.182 0.002 0.059 -0.622
H -8.08798 -1.49303 1.74245 -0.048 -0.036 -0.059 0.290
H -9.52532 -2.33249 2.35151 -0.007 -0.021 -0.016 0.361
H -8.26770 -1.79422 3.47126 -0.026 -0.054 0.026 0.310
H -7.96270 -3.96572 1.33610 0.128 0.011 -0.036 0.297
H -8.06184 -4.25545 3.07166 0.077 0.040 0.075 0.318
H -4.00080 -3.77020 5.35303 -0.072 0.019 0.016 0.326
H -3.99785 -2.00529 5.10199 -0.065 -0.032 0.044 0.319
H -2.70669 -3.00943 4.40312 -0.020 -0.002 -0.090 0.120
C -1.88186 -2.13971 -3.75988 -0.086 -0.061 -0.176 -0.959
C -2.55589 -0.84633 -3.35778 0.257 -0.142 0.270 0.119
O -3.15574 -0.19288 -4.48882 0.019 0.052 -0.006 -0.382
C -4.33888 -0.67184 -4.86147 0.033 0.147 0.045 0.715
O -4.94780 -1.56110 -4.32826 -0.060 -0.134 0.014 -0.552
O -4.74958 0.02295 -5.92274 -0.019 0.024 -0.066 -0.356
C -6.00615 -0.40251 -6.45348 -0.117 0.032 -0.115 -0.642
H -1.17024 -1.96293 -4.56782 0.056 0.029 0.055 0.340
H -1.35053 -2.56328 -2.90748 0.005 0.036 0.026 0.082
H -2.61184 -2.86910 -4.10959 -0.027 -0.001 0.060 0.354
H -1.82150 -0.14409 -2.97206 -0.043 0.097 -0.103 0.095
H -3.30123 -1.00981 -2.58086 -0.088 -0.012 -0.080 0.332
H -6.76753 -0.42894 -5.67750 0.025 -0.057 0.038 0.301
H -5.90945 -1.38551 -6.91154 -0.024 -0.038 0.065 0.291
H -6.27910 0.32709 -7.20998 0.086 0.036 0.002 0.224
```
Positions in Å, forces in eV/Å.

# 4
Entry from the Open Molecules 2025 dataset: an isolated ion of composition C8H9N4 and charge +1 (ωB97M-V/def2-TZVPD).

Computed properties:
Electronic energy = -14387.7997 eV
E_HOMO (alpha / beta) = -12.443 / -12.442 eV
Net charge = +1
Relative energy (zero: lowest compared OMol25 entry of this formula, charge and spin) = 181.7 kcal per mole
F_max = 4.7 eV/A

```
21
Properties=species:S:1:pos:R:3:forces:R:3:mulliken_charge:R:1
C 0.68889 0.03624 0.81671 -0.504 -1.508 -2.378 0.208
C 1.31860 0.03696 -1.44115 0.118 1.655 -1.561 -0.589
C -0.68975 -0.63678 0.56009 -1.474 0.660 -1.013 -0.745
C 0.42160 1.42346 0.20294 1.063 -1.558 1.684 -0.021
C 0.29745 1.02463 -1.18218 1.074 -1.651 -0.823 0.356
C 1.62400 -0.53814 -0.21539 0.415 -1.395 -2.402 0.143
C -1.52007 -0.06913 -0.53588 1.067 -1.121 3.950 0.561
C 0.45378 2.45136 0.99467 -1.035 4.347 0.825 -0.714
N -0.97507 0.84600 -1.58022 -1.543 0.153 1.055 -0.187
N -2.82733 -0.19577 -0.50640 -1.106 1.109 -1.356 -0.156
N 2.43171 -1.67117 -0.18302 -1.611 1.446 1.285 -0.461
N -3.61473 -0.77816 0.29282 2.868 -2.290 2.900 -0.350
H 1.08811 -0.16155 1.76378 0.120 0.548 1.778 0.647
H 1.58313 -0.33003 -2.46270 -0.255 0.208 1.194 0.347
H 0.52234 2.44178 2.12331 0.176 -0.527 -1.591 0.282
H 0.28512 3.53199 0.60642 0.361 -2.019 0.481 0.256
H -1.35242 0.46213 -2.41951 0.998 0.041 -1.415 0.372
H 2.90106 -2.00252 -0.99884 0.124 0.417 -0.748 0.241
H 2.03758 -2.44336 0.30974 0.049 -0.402 0.897 0.269
H -3.23697 -1.36175 1.12792 -0.367 1.256 -1.780 0.301
H -4.60504 -0.84517 0.20175 -0.538 0.633 -0.981 0.240
```
Positions in Å, forces in eV/Å.